{"formula": "C6H8N", "method": "wB97M-V/def2-TZVPD", "e_above_lowest_kj_mol": 177.4, "e_homo_ha": -0.54972, "smiles": "C[n+]1ccccc1", "charge": 1, "homo_lumo_gap_ha": 0.3700, "max_force_ha_per_bohr": 0.118, "multiplicity": 1, "elements": ["C", "C", "C", "C", "C", "C", "N", "H", "H", "H", "H", "H", "H", "H", "H"], "coordinates": [[1.6796, -0.5879, 0.0693], [0.6487, -0.2553, -0.8521], [1.4719, -0.5312, 1.4283], [-0.6505, 0.2157, 0.9017], [0.2409, -0.0909, 1.9141], [-1.5025, 0.4947, -1.4997], [-0.5394, 0.2414, -0.4907], [2.6604, -0.7677, -0.4297], [0.8973, -0.1345, -1.8433], [2.2467, -0.6712, 2.1229], [-1.7400, 0.3895, 1.3378], [-0.0559, 0.1681, 2.8372], [-1.7662, -0.4991, -1.9255], [-2.4090, 0.9892, -1.1770], [-1.1820, 1.0392, -2.3933]], "forces_ev_per_angstrom": [[-0.4, 0.1, -2.1], [1.6, 0.7, 2.2], [-0.3, 0.8, 0.4], [-5.7, 1.1, 0.7], [1.0, -0.5, -6.0], [-2.2, -0.9, -1.9], [3.0, -1.6, 4.0], [-0.9, -0.2, 0.9], [0.4, -0.2, -2.2], [1.1, -0.5, 0.6], [2.2, 0.2, -1.5], [-0.7, 0.2, 3.3], [-0.2, 0.6, 0.4], [0.0, 0.0, 0.6], [0.8, 0.2, 0.6]]}

***

{"formula": "C6H8N", "method": "wB97M-V/def2-TZVPD", "e_above_lowest_kj_mol": 525.5, "e_homo_ha": -0.51093, "charge": 1, "homo_lumo_gap_ha": 0.3155, "max_force_ha_per_bohr": 0.133, "multiplicity": 1, "elements": ["C", "C", "C", "C", "C", "C", "N", "H", "H", "H", "H", "H", "H", "H", "H"], "coordinates": [[0.5500, 0.1523, 0.2743], [0.0709, -0.3361, 1.5529], [0.3888, -0.3607, -1.0758], [0.3354, 0.5458, 3.8840], [0.2590, -0.5952, -2.3057], [-0.9214, 0.0844, -3.0659], [0.2944, -0.0262, 2.7977], [1.2497, 0.9159, 0.1520], [-0.2530, -1.4951, 1.4898], [-0.4173, 1.3517, 4.2397], [1.1581, 0.2869, 4.6981], [1.0980, -0.9444, -2.9208], [-1.4434, 0.9322, -2.5840], [-1.6210, -0.7680, -2.9974], [-0.7482, 0.2564, -4.1389]], "forces_ev_per_angstrom": [[-0.7, -1.8, -3.1], [0.5, -4.3, -0.4], [0.0, 0.8, 6.8], [0.5, 1.3, 3.6], [0.2, 2.0, -2.6], [-0.8, -1.6, 0.3], [0.2, 0.4, -3.1], [0.7, 1.8, 0.8], [-0.2, 2.9, 0.1], [0.9, -1.5, -0.9], [-1.5, 0.4, -2.0], [-0.5, -0.6, 0.4], [0.8, -0.4, -0.1], [-0.3, 0.5, -0.5], [0.4, 0.1, 0.6]]}

***

{"formula": "C6H8N", "method": "wB97M-V/def2-TZVPD", "e_above_lowest_kj_mol": 552.9, "e_homo_ha": [-0.49960, -0.50755], "charge": 1, "homo_lumo_gap_ha": [0.2502, 0.3073], "max_force_ha_per_bohr": 0.086, "multiplicity": 1, "elements": ["C", "C", "C", "C", "C", "C", "N", "H", "H", "H", "H", "H", "H", "H", "H"], "coordinates": [[0.5602, 1.2657, -1.5369], [1.0215, 0.0456, -1.7036], [0.8896, -1.1785, -1.0253], [-0.4823, -0.9648, -0.1405], [-0.6213, 0.6983, 1.8115], [-0.3539, 0.2947, 0.5371], [0.2519, 1.3724, -0.1519], [0.6628, 2.0990, -2.2434], [0.8006, -2.1460, -1.6809], [1.6659, -1.4353, -0.2837], [-1.3506, -0.7422, -0.8810], [-0.7901, -1.8648, 0.3913], [-0.3274, 1.7359, 2.1105], [-1.1141, 0.1483, 2.6594], [0.6457, 2.2355, 0.1870]], "forces_ev_per_angstrom": [[0.3, -0.4, 0.2], [1.0, 0.3, -0.9], [-2.1, -2.8, 1.1], [-1.2, -0.7, -3.5], [-0.3, 0.1, 1.6], [1.4, 3.0, 2.9], [-0.4, -0.6, -3.0], [-0.3, -0.2, 0.7], [0.0, 2.0, 0.9], [0.3, 0.5, -0.6], [1.4, -0.8, 0.7], [0.3, 0.5, 0.5], [-0.4, -1.0, -0.4], [0.5, 0.2, -1.4], [-0.4, 0.0, 1.4]]}

***

{"formula": "C6H8N2", "method": "wB97M-V/def2-TZVPD", "e_above_lowest_kj_mol": 386.5, "e_homo_ha": -0.33528, "homo_lumo_gap_ha": 0.3447, "max_force_ha_per_bohr": 0.108, "multiplicity": 1, "elements": ["C", "C", "C", "C", "C", "C", "H", "H", "H", "H", "H", "H", "H", "H", "N", "N"], "coordinates": [[-1.3201, 0.3941, -0.9682], [-0.4385, -0.3382, 0.0230], [-0.9535, -0.9668, 1.1151], [0.0352, -1.2192, 2.0609], [0.8326, 0.0956, -0.0721], [1.3908, 1.0690, -1.0740], [-0.8856, 0.6777, -2.1663], [-2.4048, -0.1840, -1.1055], [-1.8687, 1.5463, -0.4271], [-2.0038, -1.2875, 1.0233], [-0.3723, -2.0399, 2.8201], [1.0388, 2.1160, -1.0770], [2.5256, 0.9284, -0.9043], [1.3568, 0.4142, -2.0254], [1.3687, -0.9596, 1.9141], [1.6989, -0.2461, 0.8633]], "forces_ev_per_angstrom": [[-4.8, 1.8, -2.2], [-2.7, 3.0, -2.5], [1.0, -0.2, -0.7], [-1.2, -3.7, 1.2], [1.8, 1.0, 1.5], [2.6, -3.0, -1.3], [-1.3, -1.0, 4.1], [2.9, 1.3, 0.1], [2.2, -3.4, -1.7], [0.6, 0.1, 1.0], [1.8, 2.2, -0.8], [0.0, -0.9, -0.3], [-1.7, 1.1, 0.1], [-0.5, 2.0, 0.6], [-2.3, -0.1, 0.1], [1.6, -0.2, 0.8]]}

***

{"formula": "C6H8N2", "method": "wB97M-V/def2-TZVPD", "e_above_lowest_kj_mol": 211.1, "e_homo_ha": -0.31037, "smiles": "[H]/N=C\\n1cccc1C", "homo_lumo_gap_ha": 0.3435, "max_force_ha_per_bohr": 0.110, "multiplicity": 1, "elements": ["C", "C", "C", "C", "C", "C", "H", "H", "H", "H", "H", "H", "H", "H", "N", "N"], "coordinates": [[0.3348, -1.5848, -0.9344], [-0.4647, -0.4387, -0.2218], [-1.7458, -0.4935, 0.2953], [-1.8930, 0.7342, 1.0563], [-0.5758, 1.2507, 1.0963], [1.4821, 1.1456, -0.0867], [0.7019, -1.6881, -2.0646], [-0.2003, -2.5152, -0.7740], [1.4155, -1.6622, -0.2946], [-2.5687, -1.1299, 0.0834], [-2.7608, 1.1284, 1.5600], [-0.2504, 2.2292, 1.5703], [1.9038, 2.0702, 0.5660], [2.0047, -0.2715, -1.2164], [0.2318, 0.6528, 0.2267], [2.3849, 0.5727, -0.8619]], "forces_ev_per_angstrom": [[2.8, -0.3, 0.7], [0.9, -3.3, -2.6], [0.9, 2.6, -0.1], [3.0, -0.6, 0.1], [-3.3, 4.1, 2.0], [4.9, -0.1, -0.3], [-1.2, 1.2, 2.2], [0.0, -0.1, 0.2], [-3.0, -0.3, -1.6], [0.0, -0.8, -0.3], [0.1, -0.1, 0.1], [-0.5, -1.5, -0.7], [-1.7, -2.1, -1.7], [-0.3, -0.7, -0.8], [-0.5, -0.7, 0.2], [-2.1, 2.7, 2.4]]}

***

{"formula": "C6H8N2", "method": "wB97M-V/def2-TZVPD", "e_above_lowest_kj_mol": 353.6, "e_homo_ha": -0.31108, "smiles": "[H]/N=C1\\NC(=C)[C@@H]2C[C@H]12", "homo_lumo_gap_ha": 0.3448, "max_force_ha_per_bohr": 0.088, "multiplicity": 1, "elements": ["C", "C", "C", "C", "C", "C", "H", "H", "H", "H", "H", "H", "H", "H", "N", "N"], "coordinates": [[-2.2685, -0.5178, 0.7550], [-1.0203, -0.1992, 0.2664], [0.6392, 0.3282, -1.2379], [1.2444, -0.7086, -0.3726], [1.1296, 0.1212, 1.0054], [0.1630, -1.0147, 0.6720], [-2.1661, -1.3451, 1.5508], [-3.2189, 0.1220, 0.8205], [-1.2589, 1.3160, -1.3894], [0.6774, 1.8479, -2.2997], [2.1866, -1.2679, -0.6944], [1.9575, 0.1931, 1.8382], [0.9612, 1.2936, 0.6425], [0.1835, -1.8689, 1.3410], [-0.6107, 0.6720, -0.8324], [1.4010, 1.0283, -2.0654]], "forces_ev_per_angstrom": [[1.0, 0.6, 1.6], [-3.3, -1.3, -1.4], [3.3, 1.7, -2.6], [0.5, 0.4, 1.7], [3.3, 2.6, -0.2], [1.3, 2.5, -0.3], [-0.6, 1.4, -1.3], [1.7, -1.1, -0.7], [1.5, -1.6, 1.4], [2.3, -1.7, -0.1], [-1.8, 0.8, 0.7], [-1.7, -1.1, -1.8], [-0.1, -3.4, 1.7], [-0.5, 0.1, -0.3], [-2.7, -0.7, 1.0], [-4.1, 0.7, 0.7]]}

***

{"formula": "C6H8N2", "method": "wB97M-V/def2-TZVPD", "e_above_lowest_kj_mol": 471.6, "e_homo_ha": -0.33786, "smiles": "C#CC/C=N\\N=C/C", "homo_lumo_gap_ha": 0.3716, "max_force_ha_per_bohr": 0.107, "multiplicity": 1, "elements": ["C", "C", "C", "C", "C", "C", "H", "H", "H", "H", "H", "H", "H", "H", "N", "N"], "coordinates": [[-2.8921, -0.2301, -0.5843], [-2.1521, 0.3673, 0.6878], [0.8443, 0.8563, -0.5779], [1.5709, -0.0598, 0.4375], [2.9818, -0.5828, 0.0327], [4.1815, -0.9729, 0.1545], [-3.8994, -0.1678, -0.3065], [-2.6816, -1.2752, -0.8465], [-2.7050, 0.3445, -1.4521], [-2.9675, 0.4873, 1.4516], [1.3766, 1.2248, -1.5174], [0.9648, -0.9650, 0.3996], [1.7464, 0.3001, 1.4670], [5.1443, -1.6008, 0.3487], [-1.1190, 1.0271, 0.7147], [-0.3940, 1.2469, -0.4093]], "forces_ev_per_angstrom": [[2.0, -0.5, 1.6], [-4.9, -1.5, -2.0], [-1.2, 0.9, 0.7], [1.8, -0.8, -1.7], [3.7, -0.7, 1.3], [-3.2, -0.2, 0.0], [-1.6, 0.0, 0.1], [0.2, 0.2, 0.4], [0.3, 0.8, -0.9], [1.7, -0.3, 0.3], [-0.9, -0.6, 1.4], [-0.1, -0.1, 0.7], [-0.8, 0.2, -0.6], [-2.3, 1.8, -0.8], [3.0, 1.3, 0.7], [2.3, -0.6, -1.2]]}